Below is a molecular structure, C13H40FeO27S4V2 in a non-equilibrium geometry, with properties calculated with ωB97M-V/def2-TZVPD.

```
87
Properties=species:S:1:pos:R:3:forces:R:3:mulliken_charge:R:1
Fe 0.7133 2.9344 -0.2978 2.8 3.4 -1.5 -0.477
O -0.5076 -1.3902 -3.6693 -1.1 -0.4 0.6 -0.609
V -1.5412 -0.7316 -2.6626 -0.6 2.5 -1.5 0.635
O -3.0301 -0.7984 -3.3347 1.9 -0.6 1.0 -0.515
O 2.2846 -1.1482 4.1741 -1.0 -0.8 3.5 -0.816
V 2.2388 -0.6403 2.6566 2.2 1.3 -1.7 0.577
O 3.6495 -1.0775 1.9729 0.9 -0.2 -0.7 -0.845
S -0.9442 2.6323 -3.1092 3.7 9.3 -2.8 1.598
O -1.0976 1.2505 -3.1635 -1.9 -9.5 0.2 -0.919
O 0.1669 3.0479 -3.9817 -1.1 -1.1 0.9 -0.625
O -2.1038 3.4307 -3.4376 -1.9 -0.7 0.2 -0.796
O -0.5966 2.9328 -1.6919 -0.6 0.6 2.2 -0.645
S 0.6686 0.3460 -0.2747 1.4 -0.7 2.2 -1.615
O -0.0402 -0.6099 -1.1198 -0.5 -1.3 -1.0 1.145
O 1.4105 -0.2754 0.7794 -0.6 -1.4 -1.3 1.488
O 1.4441 1.3225 -0.9659 4.3 -1.0 -4.3 0.123
O -0.2292 1.3045 0.3003 -6.2 0.7 3.5 1.686
S 3.0697 4.6430 -1.9986 4.9 -0.1 -2.7 1.022
O 3.0504 4.0404 -3.3344 0.0 0.6 0.1 -0.682
O 2.8356 6.0826 -2.0435 -0.4 0.9 0.3 -0.809
O 2.0074 4.0177 -1.2191 -5.4 -1.9 3.2 -0.228
O 4.2842 4.2627 -1.2612 0.2 0.8 -0.4 -0.724
S 2.8028 2.7473 2.2271 4.2 2.0 0.8 1.395
O 2.5775 3.7716 3.2259 -0.6 0.5 1.8 -0.869
O 2.7355 1.4025 2.7760 -0.7 -1.7 0.9 -0.897
O 1.6635 2.9195 1.3123 -3.1 0.0 -2.2 -0.403
O 4.0764 2.9940 1.5653 -0.8 -0.7 0.0 -0.719
C 2.4909 -3.7763 2.5939 -0.1 0.2 -0.6 -0.938
O 1.6938 -2.7178 2.0139 -0.4 -1.9 1.6 0.082
H 2.8100 -3.5805 3.6176 0.1 0.9 -0.4 0.223
H 1.9787 -4.7345 2.6818 -0.8 -0.2 -0.3 0.374
H 3.3153 -3.9525 1.9030 0.5 0.2 0.5 0.221
H 1.3199 -3.0665 1.2014 0.1 0.4 -0.6 0.185
C -1.9006 -3.9054 -1.9150 0.5 1.5 0.4 -0.517
O -2.1163 -2.6165 -1.2342 -0.4 -0.9 -0.7 -0.313
H -0.8273 -3.9006 -2.1052 -0.2 -0.4 -0.5 -0.008
H -2.1285 -4.7627 -1.2816 -0.3 0.1 0.1 0.317
H -2.5203 -3.8367 -2.8090 0.2 -0.3 0.0 0.244
H -2.0109 -2.7650 -0.2917 0.4 0.5 0.1 0.190
C 3.5080 0.1379 -3.2148 -1.4 1.0 0.3 -0.178
O 2.4963 1.1166 -3.5401 1.2 -1.5 -0.4 -0.480
H 4.5015 0.4993 -3.4801 -0.1 0.1 -0.1 0.391
H 3.4620 -0.0348 -2.1396 0.4 0.0 0.2 -0.032
H 3.2797 -0.8133 -3.6955 0.2 -0.3 -0.4 0.106
H 1.8867 1.0561 -2.8009 -0.2 0.7 0.0 0.012
C -3.2300 3.7895 0.5485 1.0 0.2 1.3 -0.346
O -3.1350 4.8427 -0.3450 -0.9 0.8 -0.8 -0.536
H -4.2256 3.3458 0.5498 0.1 -0.1 -0.4 0.302
H -2.4232 3.0692 0.4126 -0.2 -0.5 -0.5 -0.290
H -3.0400 4.1267 1.5675 -0.2 0.2 0.5 0.406
H -2.4892 5.5068 -0.0931 0.2 -0.4 0.1 0.329
C 2.9689 -4.5849 -0.9569 -0.4 0.1 0.4 -1.261
C 2.3758 -3.3204 -1.5827 -0.4 -0.9 1.2 1.411
C 1.9587 -3.5776 -2.9887 0.0 -0.7 -1.0 -1.191
O 1.1668 -3.0714 -0.8148 0.8 -0.5 -0.3 -0.198
H 2.2198 -5.3726 -0.8773 -0.4 -0.1 -0.6 0.277
H 3.1758 -4.4392 0.1033 0.8 0.3 -0.3 0.003
H 3.7898 -4.9821 -1.5539 0.3 0.2 0.3 0.442
H 3.0467 -2.4647 -1.5080 0.1 0.0 0.2 0.050
H 1.9396 -2.6836 -3.6121 -0.5 -0.1 0.1 0.082
H 1.0159 -4.1195 -2.9139 -0.4 0.5 -0.3 0.209
H 2.5736 -4.3235 -3.4923 0.6 0.1 0.0 0.475
H 0.8420 -2.2344 -1.1547 -0.5 0.7 0.3 -0.278
C -1.7839 1.6106 3.5371 -0.8 1.2 1.1 -1.375
C -0.5393 0.9629 4.0788 0.4 -0.2 0.0 0.925
C -0.8571 0.0289 5.2690 0.0 -0.2 -0.1 -1.679
O 0.0176 0.3141 2.9907 0.7 -1.8 -0.5 -0.295
H -1.6568 2.3713 2.7669 0.6 -0.4 -0.3 0.126
H -2.2421 2.1894 4.3390 -0.5 -0.1 0.3 0.555
H -2.4808 0.8474 3.1905 -0.1 -0.1 0.0 0.089
H 0.2219 1.6813 4.3829 -0.1 0.3 0.2 0.324
H -0.9883 0.6556 6.1511 -0.5 0.0 0.1 0.397
H -0.1424 -0.7366 5.5711 0.9 0.5 -0.6 0.313
H -1.7177 -0.6054 5.0563 -0.7 0.4 0.0 0.336
H -0.5233 0.4031 2.2026 0.2 0.3 -0.2 -0.334
C -4.8719 0.9493 -0.7785 1.0 -0.2 0.7 -1.933
C -3.6839 0.4422 0.0977 -2.5 1.4 -1.0 1.990
C -4.0581 -0.7535 0.8248 -0.1 -3.0 1.0 -1.723
O -2.5551 0.3167 -0.7329 -0.4 0.1 1.2 1.035
H -4.5519 1.8794 -1.2483 -0.3 0.1 0.0 0.379
H -5.7162 1.0708 -0.0999 -0.3 0.3 -0.2 0.433
H -5.1026 0.2347 -1.5686 0.1 -0.1 0.1 0.394
H -3.5764 1.1270 0.9389 0.8 0.9 -0.5 -0.334
H -4.0675 -1.5968 0.1343 -0.2 -0.3 0.1 0.311
H -4.9977 -0.7319 1.3769 -0.5 0.5 -0.6 0.432
H -3.4094 -0.9880 1.6688 0.8 -0.1 -0.3 0.264
H -2.0747 1.0624 -0.3660 1.8 0.3 -0.7 -0.872
```
Positions in Å, forces in eV/Å.

Its frontier orbital gap (spin up / spin down) is 0.08835 / 0.12082 Eh. As for the total charge: -4. The HOMO energy (spin up / spin down) comes out at 0.15439 / 0.12136 Eh. As for the spin multiplicity: 7.

---

Below is a molecular structure, C13H43BClFeO14P in a non-equilibrium geometry, with properties calculated with ωB97M-V/def2-TZVPD.

```
74
Properties=species:S:1:pos:R:3:forces:R:3:mulliken_charge:R:1
Fe 0.9601 -0.0662 -1.1052 -2.4 -1.2 0.2 -0.243
Cl -0.0265 -1.8955 -2.6069 0.8 1.1 0.8 -0.525
B -0.6532 0.1062 0.2421 -0.6 0.0 0.9 3.242
H -0.7629 0.5933 -0.7144 -0.5 2.0 -4.0 0.054
H -0.4161 -0.9324 0.0709 0.4 -4.3 -0.8 -0.158
H 0.2240 0.5073 0.7258 3.2 1.7 1.9 -0.362
H -1.5362 0.3276 0.8213 -2.3 0.1 1.5 -0.938
C 1.8198 3.2224 3.1203 -0.4 1.4 1.7 -0.980
O 1.4784 2.5140 1.9708 0.0 -1.2 -2.6 -0.059
P 2.5047 2.3443 0.7621 2.0 1.9 3.6 -0.049
O 2.0234 1.4600 -0.3095 0.4 0.5 -0.3 0.568
O 2.9382 3.8679 0.4019 -0.4 -1.7 -0.3 -0.399
C 1.9537 4.8837 -0.0046 -0.5 0.0 0.4 -0.571
O 3.8440 1.7546 1.5584 -1.6 3.1 -3.8 -0.375
C 3.6960 0.7755 2.5013 0.2 -1.9 1.5 -0.666
H 1.2571 4.1553 3.1543 -0.2 0.0 -0.2 0.288
H 2.8588 3.5345 3.2265 0.2 -0.5 -0.3 0.418
H 1.4761 2.6373 3.9733 0.3 0.0 0.0 0.293
H 2.1369 5.2573 -1.0121 0.2 -0.5 0.0 0.316
H 1.9918 5.7456 0.6615 0.6 -0.2 0.2 0.306
H 0.9325 4.5162 0.0967 0.0 -0.3 -0.3 0.185
H 2.7917 0.1769 2.3917 -0.2 0.1 0.1 0.251
H 3.7601 1.2066 3.5003 -0.2 -0.1 0.1 0.307
H 4.5352 0.0905 2.3803 0.1 0.0 0.1 0.292
C 0.8131 -4.7583 0.5696 -0.9 -2.2 -0.1 -0.209
C 1.5057 -5.5922 1.6203 1.2 -0.3 0.3 -0.429
O 2.7198 -4.9540 1.9622 1.0 0.7 -0.1 -0.533
O 0.4364 -3.5315 1.0973 0.4 1.7 0.4 -0.438
H -0.0753 -5.2718 0.2020 -0.1 -0.2 -0.1 0.395
H 1.4788 -4.6711 -0.2891 0.0 0.5 0.1 0.134
H 1.8642 -6.5566 1.2606 -0.6 -0.1 -0.3 0.335
H 1.0124 -5.7336 2.5819 -1.0 -0.1 -0.4 0.266
H 2.5014 -4.0501 2.2005 0.0 0.1 0.3 0.283
H -0.4414 -3.5594 1.4849 -0.1 -0.1 0.0 0.230
C 2.9805 -2.1002 -0.4548 -0.5 0.4 -0.3 -0.416
C 3.6379 -1.1121 -1.4076 0.9 -1.1 0.7 -0.730
O 2.6651 -0.3845 -2.1425 0.9 -0.3 -0.4 -0.314
O 1.8819 -1.4551 0.2349 2.0 0.9 -0.7 0.080
H 3.7163 -2.5185 0.2319 0.0 0.1 0.1 0.482
H 2.4996 -2.8968 -1.0225 0.4 -0.1 -0.2 0.170
H 4.1947 -1.7702 -2.0747 0.1 0.2 -0.3 0.568
H 4.3448 -0.3915 -0.9963 -0.1 -0.1 0.5 0.282
H 3.0627 -0.3619 -3.0161 -1.0 0.4 -0.6 0.333
H 1.6413 -2.0533 0.9461 -1.3 -0.3 0.2 0.116
C -3.0004 -3.3223 -0.7412 0.6 1.3 -0.6 0.026
C -3.5184 -1.9582 -0.2003 -1.5 -1.3 1.1 0.113
O -4.9834 -1.7794 -0.2888 1.6 -0.1 -0.1 -0.576
O -2.8807 -3.2972 -2.1449 -1.0 -0.6 -0.6 -0.521
H -3.5938 -4.1873 -0.4450 -0.5 0.3 -0.1 0.374
H -1.9996 -3.5357 -0.3658 0.3 0.3 0.6 -0.301
H -2.9427 -1.0921 -0.5264 -0.2 -0.1 -0.6 0.102
H -3.4034 -1.9970 0.8829 0.2 0.0 0.2 0.203
H -5.2473 -1.6288 -1.1994 0.2 0.0 -0.3 0.342
H -2.0567 -2.9004 -2.4369 0.2 0.2 0.3 0.271
C -4.4313 1.3645 1.2635 0.2 0.2 -0.6 -0.340
C -4.5190 2.1248 -0.1051 0.5 -1.5 0.8 -0.394
O -3.5557 1.6323 -1.1008 -1.5 0.2 0.5 -0.420
O -3.1973 1.5259 1.9329 0.1 0.5 0.2 -0.663
H -4.6605 0.3071 1.1317 0.1 -0.1 -0.4 0.081
H -5.1729 1.7242 1.9767 -0.2 0.3 -0.3 0.415
H -4.4844 3.2018 0.0591 0.5 0.1 -0.1 0.250
H -5.5180 1.8933 -0.4745 0.1 0.0 -0.4 0.346
H -2.6424 1.7140 -0.8164 -0.1 0.4 0.6 -0.008
H -2.5184 0.9676 1.5470 -0.3 0.1 0.0 -0.416
C -1.0389 3.2108 -2.6592 -0.7 0.7 -0.5 -0.571
C -0.7753 1.7831 -3.1029 -0.8 0.5 0.4 -0.557
O 0.4947 1.3528 -2.5767 -0.1 0.0 -0.4 -0.164
O -1.3220 3.3768 -1.2942 0.6 -0.7 0.9 -0.416
H -1.8937 3.5798 -3.2259 0.0 -0.1 -0.4 0.432
H -0.1961 3.8656 -2.8807 0.4 0.0 -0.5 0.387
H -0.7084 1.7420 -4.1901 -0.2 0.0 0.0 0.378
H -1.5811 1.1365 -2.7555 0.3 -0.2 0.0 0.302
H 1.0661 2.0455 -2.9161 0.9 -0.1 0.4 0.261
H -1.9465 4.0899 -1.1422 -0.1 -0.1 -0.2 0.265
```
Positions in Å, forces in eV/Å.

Its frontier orbital gap (spin up / spin down) is 0.31736 / 0.22968 Eh. As for the total charge: +1. The HOMO energy (spin up / spin down) comes out at -0.41835 / -0.41832 Eh. As for the spin multiplicity: 6.

---

Below is 9 unconnected molecules or ions with the total composition C13H43O9 in a non-equilibrium geometry, with properties calculated with ωB97M-V/def2-TZVPD.

```
65
Properties=species:S:1:pos:R:3:forces:R:3:mulliken_charge:R:1
O 0.0336 -0.8382 -0.5043 -0.1 -0.3 0.0 1.458
H 0.1667 -0.5344 0.3955 0.0 0.2 0.2 -0.910
C 1.2148 -1.6239 -3.7670 -0.6 -0.4 0.6 -0.529
O 1.4252 -0.5278 -2.9080 -0.1 0.4 -0.1 -0.525
H 0.1800 -1.9755 -3.6768 0.0 -0.2 -0.1 0.151
H 1.3454 -1.3681 -4.8197 0.3 0.4 0.1 0.306
H 1.8802 -2.4518 -3.5019 0.0 -0.1 -0.2 0.206
H 0.9547 -0.6623 -2.0510 0.4 0.0 -0.6 0.232
C -3.0966 -1.4223 -1.5970 0.5 0.2 0.0 -0.308
O -1.9703 -1.2306 -2.4331 0.1 -0.2 -0.2 -0.606
H -3.1879 -0.5646 -0.9198 -0.3 -0.1 0.1 -0.024
H -3.9804 -1.4814 -2.2312 0.0 0.0 0.0 0.338
H -3.0119 -2.3387 -1.0054 -0.1 0.0 0.0 0.131
H -1.1915 -1.0819 -1.8606 -0.4 0.0 0.1 -0.033
C -0.2812 -4.2910 -1.3401 0.2 0.1 0.3 -0.488
O 0.8490 -3.5236 -0.9243 -0.7 -0.1 -0.1 -0.571
H -0.0106 -5.3408 -1.4624 0.3 0.1 -0.2 0.312
H -1.0585 -4.2739 -0.5690 -0.1 0.1 -0.1 0.150
H -0.6707 -3.8864 -2.2771 -0.2 -0.2 -0.1 0.165
H 0.4827 -2.6134 -0.8422 0.6 0.0 0.3 0.158
C -1.0915 3.5135 -2.7405 -0.3 -0.1 0.3 -1.353
C -1.0795 2.0230 -2.4502 0.1 -0.4 0.5 0.254
O -0.3457 1.8058 -1.2483 -0.1 0.1 0.0 -0.398
H -0.1025 3.8575 -3.0390 0.0 0.1 0.0 0.334
H -1.3918 4.0344 -1.8281 0.2 0.1 0.0 0.191
H -1.8290 3.7943 -3.4943 0.1 -0.2 -0.2 0.389
H -0.6213 1.4388 -3.2530 -0.1 0.1 -0.2 0.213
H -2.0856 1.6242 -2.2760 -0.2 0.2 -0.4 0.156
H -0.3418 0.8398 -1.0461 0.2 0.3 -0.1 0.065
C -0.6988 -1.3208 3.2179 -0.6 -0.6 0.2 -0.725
C -0.7067 -2.5644 2.3214 1.2 1.2 -1.0 -0.036
O -1.6453 -2.3816 1.2647 -0.1 -0.2 0.3 -0.572
H -1.6676 -1.3474 3.7248 0.1 0.5 0.2 0.302
H -0.6324 -0.4023 2.6347 -0.1 -0.1 -0.2 -0.030
H 0.1167 -1.2743 3.9421 -0.1 -0.3 0.1 0.335
H -0.8545 -3.4962 2.8623 -0.4 0.0 0.0 0.429
H 0.2757 -2.6354 1.8382 0.1 -0.3 0.2 -0.040
H -1.1646 -1.8432 0.5950 -0.3 -0.2 0.0 -0.016
C 4.5453 -1.1440 1.5187 -0.1 -0.1 0.4 -1.344
C 3.2185 -1.4511 0.8595 -0.2 -1.3 -0.2 0.423
O 2.8687 -0.4901 -0.0987 -0.4 0.4 0.3 -0.531
H 4.5823 -0.1805 2.0312 -0.1 0.2 -0.3 0.260
H 5.3333 -1.2348 0.7718 0.1 0.3 0.1 0.307
H 4.7518 -1.8785 2.3030 0.0 -0.2 -0.1 0.394
H 2.4051 -1.6945 1.5566 0.0 0.7 0.4 -0.119
H 3.3252 -2.4444 0.3923 0.2 0.1 -0.3 0.241
H 1.8941 -0.5235 -0.2465 0.6 -0.2 -0.2 0.281
C 1.0686 2.3160 1.7502 0.3 0.2 0.4 -0.248
C 2.5666 2.5746 1.7928 -0.6 0.2 0.2 -0.426
O 2.7476 3.9841 2.0355 0.4 -0.4 0.1 -0.546
H 0.5830 3.0718 1.1366 0.0 -0.3 -0.4 0.190
H 0.6107 2.4250 2.7370 0.2 -0.1 0.1 0.419
H 0.9087 1.3021 1.3887 -0.3 0.1 -0.2 -0.281
H 3.0325 2.2614 0.8569 0.0 0.1 -0.1 0.326
H 3.0216 1.9992 2.6059 0.0 0.0 0.0 0.253
H 3.6730 4.0897 2.2795 -0.1 0.2 -0.1 0.287
C -2.4310 3.5447 1.3254 0.7 -0.5 0.4 -1.243
C -2.8670 2.1092 1.0460 -0.3 0.7 -0.8 0.848
O -3.8157 1.7408 2.0492 0.2 -0.4 -0.3 -0.602
H -1.7978 3.5818 2.2151 -0.1 0.0 0.1 0.288
H -3.3018 4.1755 1.4966 -0.1 0.0 -0.1 0.370
H -1.8264 3.9573 0.5186 -0.1 -0.1 -0.2 0.214
H -2.0808 1.3584 0.9384 0.4 0.3 0.4 -0.309
H -3.3083 2.1297 0.0385 -0.4 -0.2 0.1 0.116
H -3.9145 0.7850 1.9711 -0.1 0.1 0.2 0.324
```
Positions in Å, forces in eV/Å.

Its frontier orbital gap is 0.34292 Eh. As for the total charge: -1. The HOMO energy comes out at -0.23664 Eh.

---

| no. | energy (Ha) |
| --- | --- |
| 1 | -7295.1192 |
| 2 | -3664.2570 |
| 3 | -1198.2448 |